1.
Entry from OMol25: a molecular structure, C12H12F12N4O12S4Zn2 (wB97M-V/def2-TZVPD).

Computed properties:
- Highest occupied orbital energy: -8.28 eV
- Electronic energy: -215951.081 eV
- 2S+1: 1
- Maximum force: 7.34 eV/Å
- HOMO-LUMO gap: 0.20543 Ha

XYZ file:
```
58
Properties=species:S:1:pos:R:3:nbo_charge:R:1
Zn 0.567 -0.169 2.618 1.80
Zn -2.669 1.316 -1.358 1.76
C 4.233 -3.172 1.919 0.79
F 4.548 -4.091 2.817 -0.32
F 5.276 -2.787 1.297 -0.28
F 3.372 -3.745 1.073 -0.33
S 3.584 -1.585 2.919 2.22
O 3.649 -1.730 4.371 -0.95
O 4.589 -0.528 2.560 -0.92
O 2.240 -1.197 2.492 -1.14
C -1.156 -2.923 -0.626 0.78
F -0.037 -3.012 -1.291 -0.28
F -2.206 -3.294 -1.318 -0.29
F -1.082 -3.658 0.545 -0.32
S -1.410 -1.187 0.125 2.32
O -2.633 -1.186 0.968 -0.96
O -0.313 -0.993 1.015 -1.06
O -1.498 -0.136 -0.933 -1.11
C -1.916 3.796 2.560 0.77
F -0.670 3.996 2.915 -0.30
F -2.659 4.155 3.607 -0.29
F -2.172 4.567 1.538 -0.31
S -2.145 1.996 2.014 2.26
O -2.149 1.934 0.524 -1.10
O -0.988 1.191 2.508 -1.06
O -3.473 1.646 2.705 -0.86
C 1.857 3.508 0.447 0.75
F 2.729 4.258 -0.296 -0.34
F 1.850 4.014 1.691 -0.31
F 0.717 3.429 -0.142 -0.32
S 2.673 1.706 0.540 2.26
O 3.028 1.262 -0.812 -0.94
O 3.820 1.776 1.442 -0.92
O 1.609 0.807 1.087 -1.14
C 0.562 4.346 -3.226 -0.76
C -0.245 3.265 -2.718 0.46
N -0.798 2.309 -2.349 -0.51
H 0.298 4.755 -4.201 0.27
H 1.579 3.963 -3.310 0.30
H 0.582 5.218 -2.572 0.28
C -4.510 0.450 -5.402 -0.73
C -3.709 0.457 -4.182 0.50
N -2.996 0.488 -3.233 -0.55
H -4.367 -0.568 -5.765 0.29
H -4.121 1.174 -6.117 0.29
H -5.530 0.641 -5.070 0.28
C -3.104 -3.090 3.171 -0.72
C -3.853 -1.859 3.503 0.29
N -4.405 -0.857 3.738 -0.32
H -3.013 -3.821 3.975 0.25
H -2.085 -2.812 2.902 0.25
H -3.442 -3.667 2.310 0.25
C 3.577 -3.883 -2.229 -0.72
C 3.839 -2.423 -2.146 0.25
N 4.101 -1.266 -2.073 -0.28
H 4.250 -4.337 -1.502 0.26
H 3.621 -4.325 -3.224 0.25
H 2.603 -4.119 -1.800 0.24
```

---

2.
Entry from OMol25: 2 unconnected molecules or ions with the total composition C4H8N3O2 (wB97M-V/def2-TZVPD).

Computed properties:
- Highest occupied orbital energy (alpha / beta): -13.13 / -13.05 eV
- Relative energy (zero: lowest compared OMol25 entry of this formula, charge and spin): 8.038 eV
- Net charge: +1
- Electronic energy: -12829.233 eV
- 2S+1: 1
- Maximum force: 4.48 eV/Å
- HOMO-LUMO gap (alpha / beta): 0.26268 / 0.21433 Ha

XYZ file:
```
17
Properties=species:S:1:pos:R:3:nbo_charge:R:1
C 0.596 -0.033 -0.274 0.35
C -1.641 -0.341 0.119 -0.24
C -1.247 -1.282 -1.018 -0.24
C -0.425 1.506 1.174 -0.41
N -0.456 0.520 0.243 -0.42
N 0.216 -1.134 -0.987 -0.62
N 3.494 0.316 -0.243 0.71
O 3.530 1.343 0.309 -0.07
O 3.757 -0.748 -0.569 -0.06
H -2.512 0.372 -0.042 0.24
H -1.762 -0.926 1.104 0.22
H -1.536 -2.296 -0.827 0.23
H -1.704 -0.944 -2.009 0.22
H -1.232 2.298 1.198 0.23
H -0.528 1.173 2.213 0.21
H 0.556 1.859 1.057 0.22
H 0.895 -1.682 -1.448 0.42
```

---

3.
Entry from OMol25: a molecular structure, C34H86N2O14PRb (wB97M-V/def2-TZVPD).

Computed properties:
- Highest occupied orbital energy: 0.18 eV
- Net charge: -2
- Electronic energy: -78240.890 eV
- 2S+1: 1
- Maximum force: 5.51 eV/Å
- HOMO-LUMO gap: 0.11129 Ha

XYZ file:
```
138
Properties=species:S:1:pos:R:3:mulliken_charge:R:1
Rb 4.308 -17.403 -9.794 -0.39
P 4.013 -17.684 -6.292 -0.04
O 3.115 -16.785 -7.158 -0.48
O 4.177 -19.099 -6.872 -0.80
O 3.295 -17.695 -4.891 -1.02
O 5.473 -17.132 -6.109 -0.98
C 4.828 -12.112 -11.660 -1.69
C 5.759 -11.744 -12.898 1.71
C 6.889 -12.773 -12.769 0.22
C 7.744 -13.048 -14.022 -1.04
C 6.901 -13.143 -15.383 -1.14
C 5.850 -12.018 -15.503 1.58
N 5.050 -11.879 -14.208 1.04
O 4.032 -10.957 -14.337 -0.59
C 6.485 -10.669 -15.962 -2.00
C 4.817 -12.387 -16.568 -1.58
C 6.377 -10.383 -12.650 -1.96
H 4.151 -11.267 -11.537 0.63
H 5.394 -12.190 -10.732 0.34
H 4.274 -13.039 -11.810 0.00
H 7.522 -12.449 -11.943 0.61
H 6.592 -13.745 -12.373 -1.25
H 8.235 -14.020 -13.984 0.40
H 8.578 -12.346 -14.056 0.40
H 6.440 -14.127 -15.464 0.28
H 7.596 -13.092 -16.221 0.45
H 7.411 -10.408 -15.451 0.42
H 6.903 -10.809 -16.959 0.48
H 5.886 -9.759 -15.921 0.32
H 4.229 -11.541 -16.923 0.39
H 5.342 -12.740 -17.455 0.45
H 4.097 -13.148 -16.265 0.09
H 5.554 -9.672 -12.581 0.47
H 7.122 -10.054 -13.375 0.29
H 6.803 -10.363 -11.647 0.44
H 3.288 -11.550 -14.467 0.35
C 4.544 -16.048 -13.176 -0.34
C 3.094 -16.444 -13.609 2.21
C 2.956 -15.872 -15.138 -1.10
C 1.774 -16.367 -15.955 -1.03
C 1.729 -17.902 -15.828 -1.45
C 1.753 -18.521 -14.364 1.58
N 2.879 -17.892 -13.628 0.17
O 3.175 -18.501 -12.442 1.02
C 0.369 -18.301 -13.700 -1.45
C 1.883 -20.042 -14.460 -1.73
C 2.100 -15.711 -12.662 -1.49
H 4.809 -16.529 -12.235 -0.50
H 4.779 -15.015 -12.920 -0.92
H 5.263 -16.541 -13.830 0.21
H 3.026 -14.787 -15.222 0.00
H 3.799 -16.187 -15.753 0.48
H 1.814 -16.213 -17.033 0.41
H 0.790 -16.042 -15.617 0.39
H 2.572 -18.321 -16.377 0.37
H 0.774 -18.151 -16.291 0.36
H 0.356 -18.344 -12.611 -0.14
H -0.072 -17.351 -14.001 0.34
H -0.381 -19.019 -14.032 0.56
H 2.040 -20.493 -13.480 0.20
H 0.985 -20.463 -14.912 0.49
H 2.740 -20.418 -15.018 0.29
H 1.054 -15.784 -12.959 0.34
H 2.382 -14.658 -12.636 0.37
H 2.061 -16.070 -11.633 0.21
H 4.076 -18.805 -12.570 0.01
C 6.385 -19.342 -15.015 -0.82
C 7.010 -19.667 -13.626 -0.39
O 5.951 -19.590 -12.692 -0.05
H 6.441 -18.293 -15.308 0.15
H 5.395 -19.779 -15.146 0.01
H 6.911 -20.029 -15.678 0.47
H 7.674 -18.849 -13.346 0.28
H 7.569 -20.599 -13.541 0.43
H 6.302 -19.664 -11.801 0.05
C 9.524 -19.057 -7.348 -1.28
C 8.199 -18.798 -6.606 -0.18
O 7.112 -18.824 -7.408 -0.12
H 9.726 -20.122 -7.458 0.33
H 10.321 -18.532 -6.820 0.36
H 9.737 -18.651 -8.337 0.23
H 8.150 -17.789 -6.196 0.16
H 8.009 -19.463 -5.764 0.41
H 6.369 -18.363 -7.011 0.12
C 1.841 -12.577 -9.185 -1.08
C 1.641 -13.905 -8.571 0.05
O 2.874 -14.502 -8.277 -0.13
H 2.209 -11.895 -8.418 0.38
H 1.021 -12.102 -9.723 0.39
H 2.650 -12.605 -9.915 -0.05
H 1.131 -14.605 -9.233 0.12
H 1.033 -13.833 -7.669 0.31
H 2.730 -15.322 -7.800 0.32
C 0.259 -18.137 -9.846 -0.53
C 0.202 -17.459 -8.373 0.00
O 0.868 -18.343 -7.507 -0.49
H 1.205 -18.671 -9.937 -0.02
H -0.029 -17.432 -10.627 0.30
H -0.587 -18.823 -9.879 0.46
H -0.757 -17.420 -7.857 0.32
H 0.674 -16.491 -8.202 -0.38
H 1.735 -17.996 -7.287 0.37
C 7.841 -13.369 -7.599 -0.95
C 7.278 -14.583 -6.733 -0.39
O 6.378 -15.266 -7.529 -0.40
H 8.724 -12.975 -7.096 0.40
H 7.057 -12.613 -7.568 0.25
H 8.095 -13.612 -8.631 0.06
H 6.791 -14.265 -5.811 0.46
H 8.063 -15.322 -6.573 0.16
H 5.970 -15.983 -7.038 0.34
C 1.304 -21.547 -9.593 -1.00
C 2.775 -21.605 -9.124 -0.26
O 3.344 -20.246 -9.235 0.52
H 1.205 -21.255 -10.638 0.07
H 0.754 -20.900 -8.909 0.18
H 0.893 -22.540 -9.408 0.44
H 3.122 -22.269 -9.915 0.10
H 2.973 -22.004 -8.130 0.47
H 3.767 -20.060 -8.393 -0.03
C 6.569 -22.425 -9.545 -1.16
C 7.551 -21.308 -9.917 -0.08
O 6.827 -20.103 -10.056 0.32
H 6.217 -22.385 -8.514 0.29
H 7.124 -23.334 -9.778 0.45
H 5.738 -22.488 -10.248 0.13
H 8.191 -21.464 -10.785 0.41
H 8.297 -21.303 -9.122 0.06
H 6.951 -19.587 -9.256 -0.19
C 8.541 -16.567 -9.963 -1.04
C 7.893 -15.404 -10.822 -0.20
O 6.622 -15.249 -10.293 0.94
H 8.378 -17.594 -10.288 0.04
H 8.198 -16.599 -8.929 0.16
H 9.626 -16.501 -9.892 0.44
H 7.907 -15.634 -11.887 0.35
H 8.622 -14.594 -10.848 0.26
H 6.633 -15.181 -9.335 -0.39
```

---

| no. | M (g/mol) |
| --- | --- |
| 1 | 891.268 |
| 2 | 130.127 |
| 3 | 863.504 |